Entry 1:
Formula: C46H27CdI5N5O2
Source: the OMol25 dataset
Level of theory: ωB97M-V/def2-TZVPD

The HOMO-LUMO gap (spin up / spin down) is 0.19142 / 0.19007 Ha. Its net charge is -1. As for the spin multiplicity: 1. The HOMO energy (spin up / spin down) comes out at -4.5 / -4.5 eV.

Positions of all 86 atoms, in Å:
I1 -4.02430 1.74751 -2.10558
C1 1.44630 -0.09619 -4.06048
O1 -1.84050 0.72221 -0.34868
C2 6.69100 0.40081 -2.90068
C3 4.74020 1.29291 -1.78788
I2 -4.41440 0.19081 -7.97968
N1 -0.02120 -0.45479 1.99712
C4 -0.70020 -0.90589 -2.94618
C5 -3.31580 -5.90749 3.04362
C6 1.03240 4.93791 4.56372
C7 5.35540 2.54101 -1.74538
C8 -2.16180 -3.55289 2.13512
O2 -4.85870 -0.91799 -0.92178
C9 -3.11010 -0.19859 -6.35888
C10 -0.05950 -0.39089 4.26702
H1 -3.38360 -2.01849 -2.59208
H2 0.18280 -0.07739 5.26702
C11 -3.57280 -4.72189 3.70552
C12 -2.79850 -1.68019 -1.75068
C13 -2.98190 -2.15849 -0.35018
H3 3.45970 0.75541 -4.14578
H4 -0.98430 1.69301 4.80042
C14 2.02430 1.69191 1.95472
C15 -1.34790 -1.39379 -1.83078
C16 -0.67800 -1.55509 2.44872
H5 -1.86580 -2.78639 -4.60208
C17 1.02090 1.53321 2.97182
C18 -2.51920 0.85751 -5.69308
C19 7.28090 1.64991 -2.83798
H6 -3.31450 -2.32779 -6.53068
C20 -2.05330 -1.76289 -4.89768
C21 5.42430 0.22971 -2.37788
C22 -2.99560 -3.54909 3.25122
C23 -1.63800 -2.10069 0.24122
H7 -4.21990 -4.71119 4.56882
H8 -3.45570 0.43951 1.74162
C24 -2.51450 -5.93769 1.91602
C25 2.61230 0.41661 -3.57598
C26 4.04180 1.97991 1.01632
C27 -3.08370 0.51671 -0.35478
H9 -1.53020 3.54531 6.26162
C28 -1.69000 0.59101 -4.62098
N2 -3.57880 -0.84689 -0.80518
H10 -0.98110 -2.35199 4.52952
C29 3.12550 1.39411 0.08482
C30 -3.89800 0.92111 0.86602
H11 -3.21260 -2.61699 3.75102
C31 3.34810 2.19741 2.16982
H12 -1.23250 1.40561 -4.08028
H13 -3.75770 -2.83619 -0.02588
C32 -1.47560 -0.71459 -4.18888
C33 1.37280 3.87051 3.76202
H14 -2.72540 1.88091 -5.96498
H15 2.11890 4.02831 3.00022
H16 3.73340 2.56621 3.10182
H17 7.09200 3.69531 -2.23038
C34 -1.95340 -4.76159 1.46072
C35 6.62370 2.72281 -2.26708
C36 0.31440 0.30791 3.05872
C37 -0.35510 2.56681 4.77182
N3 -0.74350 -1.66359 -0.63318
H18 5.08370 2.16621 0.83772
C38 0.01960 4.80711 5.49562
C39 -0.63190 -1.56259 3.89032
H19 7.20950 -0.43279 -3.34808
H20 1.54040 5.88191 4.44442
C40 -0.69320 3.62681 5.58522
Cd1 0.23890 0.13431 0.02062
H21 1.18830 -0.28119 -5.08858
N4 1.92280 1.21331 0.70762
I3 -0.49010 6.44231 6.74442
N5 1.25550 -0.00919 -1.79868
I4 9.22620 1.92071 -3.63618
H22 4.95420 -0.74189 -2.41508
C41 0.73070 2.62431 3.87882
C42 -2.86290 -1.50819 -5.99088
H23 -1.31170 -4.76869 0.58872
C43 3.39100 1.05651 -1.25048
H24 -2.31490 -6.86959 1.40632
H25 -3.84290 2.00081 0.99522
H26 4.82530 3.37941 -1.31798
C44 -1.44010 -2.38229 1.62132
C45 0.61900 -0.37499 -2.92408
H27 -4.93420 0.61431 0.74832
I5 -4.14690 -7.71769 3.75672
C46 2.47000 0.48841 -2.14788

Mulliken atomic charge list, values in e, 6 entries: -0.2140, -1.5406, -0.7616, -0.6880, -0.2762, 0.0258

***

Entry 2:
Formula: C46H27ClN8NiOS3
Source: the OMol25 dataset
Level of theory: ωB97M-V/def2-TZVPD

The HOMO-LUMO gap (spin up / spin down) is 0.16837 / 0.18113 Ha. Its net charge is -2. As for the spin multiplicity: 3. As for the expectation value of S²: 2.204. The HOMO energy (spin up / spin down) comes out at -0.4 / -1.0 eV.

Positions of all 87 atoms, in Å:
H1 4.58162 -4.94279 -3.93024
C1 -1.72449 0.92651 3.99666
H2 -2.41201 0.69526 1.11863
N1 -0.02153 -2.03440 1.28822
Cl1 1.97367 -1.60280 3.48196
O1 -0.85888 -0.33893 -0.57514
C2 -1.54173 -3.56723 2.09574
C3 -0.54056 1.16361 -2.42265
H3 -4.25331 -1.78899 -4.76311
H4 -0.43627 -5.98452 -0.01557
Ni1 0.76149 -0.35574 0.81018
N2 1.87790 -1.28694 -0.61189
C4 2.85594 2.90919 -0.70368
C5 1.28713 1.67731 -4.00284
C6 4.90745 -2.81963 -3.71806
C7 -1.02490 -5.51511 0.75964
H5 -3.58750 1.95278 6.61357
S1 -2.18464 -2.19942 -1.84456
H6 5.70892 -2.81079 -4.44841
C8 -2.29692 -0.57385 -2.35495
C9 -2.55837 -4.22909 2.76417
C10 -2.85991 1.38518 0.42915
H7 2.94814 6.73396 -0.42845
C11 -1.04820 -2.18309 2.18872
H8 2.09284 1.60849 -4.71266
C12 2.22842 -0.50843 2.11069
H9 5.02350 -0.70733 -3.32148
H10 -0.67090 3.21532 -1.79207
H11 -3.03694 -0.11339 5.35788
H12 4.38234 3.08328 -2.20135
C13 -2.60603 0.84075 5.08120
C14 0.84324 2.78395 -3.34680
C15 2.85745 -0.70341 -1.34423
C16 -2.50707 1.39045 -0.88351
C17 -0.30868 1.90090 2.50718
H13 2.73792 -5.02858 -2.26922
N3 -0.37910 0.58200 2.20126
S2 0.43476 0.27395 -3.52390
C18 -1.46630 3.33462 4.34505
C19 -0.79136 -4.19720 1.11513
C20 0.16523 -3.20127 0.60362
C21 -1.19721 -0.03442 3.07525
N4 -1.57749 -1.34004 3.02968
N5 1.57027 1.31453 0.33392
C22 -2.79617 -5.55139 2.41702
C23 4.53543 -1.64751 -3.09813
H14 -3.58736 -6.10225 2.91227
H15 -2.25727 -7.21740 1.17297
C24 -1.15496 2.17186 3.62863
C25 2.85030 -2.91499 -1.86861
N6 0.40278 2.83531 1.84095
C26 -1.50629 0.40195 -1.51102
C27 4.26281 -4.03999 -3.42058
C28 2.03002 4.94711 0.30996
N7 1.00899 -3.51504 -0.34686
H16 -2.59662 4.12089 5.97214
C29 -4.25690 3.06292 -0.32860
N8 3.17333 0.60204 -1.35674
C30 -3.08121 -0.44010 -3.46100
C31 3.74567 3.61046 -1.50413
H17 4.44460 5.57150 -1.99962
C32 3.49733 -1.69441 -2.16278
H18 -3.14010 -3.71875 3.51914
C33 -2.33724 3.23423 5.40398
C34 1.22233 2.53511 0.86521
H19 1.36503 5.44111 1.00525
H20 3.07977 -0.85947 1.53754
C35 1.85107 -2.60294 -0.88316
C36 -2.90521 1.99157 5.77193
C37 3.23935 -4.09827 -2.50119
H21 -4.97864 3.86108 -0.36591
C38 2.91368 5.65183 -0.49055
H22 -4.23493 2.49616 1.75234
H23 -3.45720 -3.75642 -3.22336
C39 -3.85433 2.34501 0.75271
H24 -1.03241 4.28315 4.05699
S3 -3.41599 2.57875 -1.74516
C40 2.01804 3.56363 0.19131
C41 -0.20471 2.48480 -2.43641
H25 2.34950 0.49406 2.50382
C42 -3.20612 -2.71581 -3.11162
C43 -2.03977 -6.18624 1.42615
H26 1.26883 3.76745 -3.47164
H27 -3.26634 0.50802 -3.94595
C44 -3.61031 -1.67649 -3.90134
C45 3.76620 4.98949 -1.38592
C46 2.54708 1.48336 -0.61276

Mulliken atomic charge list, values in e, 6 entries: 0.3671, 0.5606, 0.4270, 0.9549, -0.2513, -0.4312

***

Entry 3:
Formula: C46H28N11OPb
Source: the OMol25 dataset
Level of theory: ωB97M-V/def2-TZVPD

The HOMO-LUMO gap (spin up / spin down) is 0.18902 / 0.18905 Ha. Its net charge is -1. As for the spin multiplicity: 1. The HOMO energy (spin up / spin down) comes out at -3.7 / -3.7 eV.

Positions of all 87 atoms, in Å:
H1 -4.25841 -1.75306 2.25362
C1 0.83934 3.52684 1.48138
C2 0.94790 -4.10657 0.27469
H2 -4.32923 -5.52595 -4.52259
H3 -3.29025 -0.88460 0.14148
H4 3.47095 -0.01007 2.60852
C3 -2.66011 -1.05630 1.00797
C4 2.51259 5.19775 1.33273
C5 -3.34884 -2.09889 -3.12173
C6 -0.56969 -0.94988 1.89907
C7 1.87247 -5.32964 2.59946
C8 1.38046 -6.09986 1.51960
C9 5.31223 0.64912 -0.23608
C10 -2.70572 -0.95963 -2.45105
N1 2.60656 0.39071 0.39371
C11 -3.99518 2.41372 -1.56988
C12 0.93160 -0.69306 1.67695
N2 1.22220 0.45679 0.78302
N3 -1.57302 3.33484 0.80472
C13 -2.34695 -1.73960 3.26427
C14 2.88669 1.36036 -0.46019
C15 7.01556 1.66376 -1.60064
H5 2.28704 -3.37279 3.35889
C16 -4.89148 -3.46687 -4.29857
C17 1.77280 2.61981 1.98115
H6 0.45714 5.49504 0.72245
N4 -2.00342 1.52000 -0.77307
C18 -2.49414 -3.18977 -2.94408
C19 -5.86788 3.81643 -1.93014
H7 -5.54649 1.93708 -2.96865
C20 -5.18188 2.64714 -2.23816
H8 -5.82288 -3.60220 -4.83453
H9 2.88688 0.72760 4.13112
H10 -2.18029 -5.28863 -3.29244
N5 1.34372 0.11492 2.88073
H11 -5.20475 -1.36179 -3.90950
N6 -1.55729 -1.32713 -1.94510
C21 4.33917 1.42861 -0.85531
H12 2.75789 -1.01016 3.88948
C22 3.09137 2.98858 2.14504
H13 -6.79981 4.04163 -2.43437
C23 -0.44480 2.78857 1.38344
C24 -4.55656 -2.22093 -3.79294
N7 -0.46481 -3.48695 -1.63084
C25 -2.24464 2.71229 -0.10425
H14 8.05611 1.75637 -1.88808
Pb1 0.11617 0.31283 -1.30036
C26 -3.51053 3.29587 -0.62454
H15 3.84229 2.28517 2.47600
C27 6.64401 0.76793 -0.60584
H16 -0.31000 -1.53357 3.94586
C28 6.04732 2.44045 -2.22295
C29 0.46547 -3.17619 -0.69767
H17 -3.79774 5.13223 0.44690
O1 2.08923 2.20426 -0.94920
H18 6.33239 3.13916 -3.00037
N8 -0.37797 1.63106 1.92755
C30 -4.03785 -4.56275 -4.12071
H19 -5.93919 5.60751 -0.75586
C31 0.91468 -5.50627 0.37124
C32 -3.20024 -1.53784 2.18890
C33 1.45097 -3.33075 1.35827
C34 -5.37849 4.70707 -0.97510
C35 -1.00664 -1.43172 3.12616
N9 -3.33387 0.25730 -2.39483
C36 1.04961 1.30137 2.02568
H20 7.39507 0.15774 -0.11850
H21 -2.72557 -2.12464 4.20327
C37 -3.03697 1.27370 -1.62601
H22 2.82483 6.20285 1.07704
H23 2.22395 -5.83367 3.49160
C38 1.18784 4.81491 1.14021
H24 4.47629 4.61333 1.95230
C39 -1.35604 -2.71319 -2.15716
C40 1.30927 -1.97454 0.95362
N10 -1.36914 -0.79080 0.86389
C41 1.90809 -3.95820 2.52852
C42 -2.83745 -4.44131 -3.44055
C43 3.44700 4.29934 1.82975
C44 2.70103 -0.04466 3.38311
C45 -4.18887 4.45488 -0.30088
C46 4.71647 2.32509 -1.84798
H25 0.52148 -6.09669 -0.44717
H26 1.36717 -7.17986 1.60986
H27 5.00802 -0.05541 0.52670
H28 3.94246 2.92956 -2.30256
N11 0.77330 -1.91517 -0.26948

Mulliken atomic charge list, values in e, 6 entries: 0.4617, 0.4495, 0.0636, 0.3737, 0.0704, 0.1477

***

Entry 4:
Formula: C46H30Cl4I2LaN5O8
Source: the OMol25 dataset
Level of theory: ωB97M-V/def2-TZVPD

The HOMO-LUMO gap is 0.22319 Ha. Its net charge is -2. As for the spin multiplicity: 1. The HOMO energy comes out at -2.8 eV.

Positions of all 96 atoms, in Å:
H1 -3.59220 1.09709 2.20400
C1 4.08845 -0.16157 6.20080
H2 -4.11115 -6.88566 2.46098
H3 4.44815 -0.41626 1.74542
C2 -2.61532 4.91246 1.63513
Cl1 2.44518 -1.76269 -5.28585
H4 -0.72077 -4.49045 1.37906
C3 -2.45955 -4.65853 -3.15035
H5 3.34520 5.28629 -2.46371
Cl2 1.31289 -0.27735 3.36074
C4 5.91845 -4.44659 0.24627
O1 0.06131 -3.41464 -1.87500
N1 3.19705 -2.43752 2.74183
C5 5.08774 -5.16315 1.09788
C6 4.92790 -2.37129 0.99803
H6 3.53839 -5.01076 2.58696
C7 4.94186 -1.17591 5.81792
N2 1.67273 2.16552 -0.93565
C8 -0.66300 2.85562 1.54040
C9 0.80168 4.75278 -3.41611
C10 -2.31978 -5.84420 1.89148
H7 6.43786 -2.50652 -0.50315
H8 4.29296 0.42332 7.08556
H9 -1.04185 4.83704 -4.47097
C11 2.96687 0.09099 5.42491
C12 -2.98607 3.58643 1.76134
H10 4.50983 3.92763 -0.74181
C13 1.00239 2.91996 -1.83370
H11 5.82648 -1.41055 6.39264
N3 -1.36300 -1.67372 -1.28603
H12 3.06552 -1.41236 -3.02378
H13 -3.35681 5.70001 1.65142
H14 -5.77124 -4.25299 -3.77793
C14 -4.32497 -4.77404 2.68133
O2 0.21551 1.91916 1.47402
H15 -1.63636 -5.34199 -3.30758
C15 4.68939 -1.93352 4.68507
C16 -2.04945 2.55361 1.71589
H16 2.46332 -1.97330 2.21488
O3 -0.52654 -2.11168 1.47594
H17 -5.37657 -2.12850 -2.51571
C17 2.87014 2.52946 -0.56507
C18 -2.54251 1.19797 1.90967
O4 -4.43445 -2.43314 2.88445
H18 1.65657 -2.55320 -3.20510
C19 3.68180 -0.67456 -0.27594
I1 1.55214 6.42893 -4.39065
C20 -0.45556 4.31583 -3.72459
C21 -2.27110 -3.47715 -2.46117
C22 2.72173 -0.66291 4.29393
O5 4.04632 -0.44687 -1.42690
C23 4.13496 -3.09994 1.88304
O6 -3.35957 -0.50814 -1.03795
H19 5.69819 -0.46119 0.47302
C24 -4.57733 -2.83280 -2.70131
I2 -2.96710 2.66496 -3.58963
C25 3.56942 -1.71597 3.86269
C26 -1.26322 5.21040 1.47423
C27 -1.72685 -4.59968 1.76090
H20 6.61941 -4.96572 -0.39513
C28 3.51593 3.66904 -1.08046
H21 -3.82470 -1.66307 2.72266
C29 5.82744 -3.06842 0.19296
H22 -3.94134 -5.83093 -4.16544
C30 -3.72442 -3.52181 2.54914
C31 -0.30616 4.22185 1.44013
C32 -0.36546 2.49668 -2.10299
H23 2.27174 0.87941 5.67374
C33 -1.03807 -2.87693 -1.83602
H24 -0.95140 6.24475 1.36380
N4 -1.85596 0.12039 1.78606
H25 5.12945 -6.24392 1.12547
C34 4.75586 -0.89281 0.81369
C35 -3.62688 -5.92088 2.35617
C36 -3.29800 -2.58907 -2.24434
C37 2.87368 4.41522 -2.02730
C38 -3.74164 -4.91675 -3.62013
C39 2.12711 -1.62833 -3.52636
C40 -1.03628 3.20369 -3.08920
C41 -4.78412 -4.01767 -3.39930
H26 -5.34573 -4.81204 3.03869
C42 1.57363 4.05238 -2.44086
H27 3.36328 1.90475 0.16957
C43 -1.72950 -2.11317 1.87528
N5 -2.50608 -1.06423 2.08881
Cl3 5.85259 -3.20272 4.38306
Cl4 1.02196 -0.30566 -3.16990
O7 -0.85138 1.52386 -1.45099
La1 0.09326 -0.07702 0.09812
O8 2.48262 -0.79074 0.13140
H28 -1.77447 -6.73808 1.61982
C44 -2.71312 -1.44717 -1.45480
H29 -4.03061 3.32337 1.88833
H30 0.74192 4.45587 1.30283
C45 4.19637 -4.48647 1.90872
C46 -2.40668 -3.43017 2.08677

Mulliken atomic charge list, values in e, 6 entries: 0.1313, -0.4506, 0.3464, 0.1727, -0.7674, -0.2611

***

Entry 5:
Formula: C46H30F8IN2O4PS5W
Source: the OMol25 dataset
Level of theory: ωB97M-V/def2-TZVPD

The HOMO-LUMO gap (spin up / spin down) is 0.19341 / 0.19364 Ha. Its net charge is -1. As for the spin multiplicity: 2. As for the expectation value of S²: 0.839. The HOMO energy (spin up / spin down) comes out at -4.0 / -4.3 eV.

Positions of all 98 atoms, in Å:
C1 -2.20115 3.35350 1.34931
C2 0.48956 2.28911 -0.48192
C3 -0.88722 2.30762 -3.91014
C4 -2.48742 4.28091 0.35870
C5 4.05378 -3.08877 -3.04305
C6 -2.12252 0.45629 -5.06449
H1 -1.11807 2.99314 -4.71789
F1 7.62277 -4.55457 -4.52997
S1 0.73022 2.81099 4.73218
C7 2.50542 4.57520 5.20903
H2 -2.10087 1.26150 1.81213
H3 2.55326 -2.87964 2.37404
S2 -0.04903 -1.86897 2.09931
H4 -3.48719 -0.05678 -8.26908
C8 4.01623 -1.80804 -2.47925
C9 -3.20845 -0.03670 -7.22818
H5 -3.41095 -0.90470 -4.00815
H6 5.22230 -4.54355 -4.09440
C10 0.20128 4.13180 -2.58023
O1 1.72036 -3.82830 0.73795
C11 -3.17175 2.53657 -1.12750
C12 1.60694 3.77202 5.84083
C13 3.99528 -4.10797 1.36005
O2 -1.91330 -0.56460 0.08678
F2 7.61960 -2.74305 -5.71190
F3 5.03237 2.13603 1.64826
C14 1.24475 4.01449 0.98602
H7 1.43429 3.67339 6.90006
C15 -2.36325 2.00516 1.07146
H8 -3.21441 4.62543 -1.63303
C16 5.16188 -1.00737 -2.54401
H9 0.99967 0.97799 2.47374
C17 -2.81187 0.12660 -0.55376
C18 0.86804 3.62389 -0.29832
S3 -1.94502 0.98728 -6.69458
C19 -1.30626 0.98770 -3.97030
H10 -1.38914 -5.59080 -0.03752
F4 4.75939 2.48184 6.31008
C20 3.63200 0.71702 5.20482
H11 5.14242 -0.03167 -2.07769
F5 5.66332 3.39237 3.90853
H12 4.69633 -4.16424 2.19463
C21 2.83493 -1.35403 -1.82524
F6 8.68961 -2.79959 -3.83541
C22 0.37851 -6.71375 0.50190
S4 -0.49500 -3.09052 -0.93977
C23 3.30917 0.06303 4.03075
H13 -3.54419 2.19585 -2.08588
F7 2.51577 -1.01286 4.14193
C24 -0.22268 2.77289 -2.77418
N1 -0.34667 0.54691 -1.82548
C25 3.75960 0.47040 2.76870
H14 2.26852 -4.63376 2.56927
C26 -0.83737 -5.88244 0.85929
C27 1.24923 3.07816 2.01274
C28 2.60333 -3.85108 1.88141
C29 -2.82467 1.58952 -0.17251
C30 4.56698 1.61764 2.79383
C31 2.48250 4.41116 3.79940
C32 0.73155 4.53238 -1.40482
H15 0.05739 -7.63793 0.01696
C33 4.90837 2.28088 3.95500
P1 0.18454 -3.43365 0.88199
C34 1.56942 3.48345 3.38707
N2 0.55674 1.34417 0.50115
C35 -3.11510 -0.47577 -4.95753
C36 4.44358 1.83358 5.17666
H16 -1.51120 -6.43580 1.51292
C37 -2.98791 3.88843 -0.87419
C38 6.32655 -2.74204 -3.72723
C39 7.55424 -3.21033 -4.43979
C40 5.19932 -3.55093 -3.66497
H17 4.03860 -5.04376 0.79939
H18 -1.82242 3.67315 2.31170
H19 1.03430 -6.17328 -0.17931
H20 0.06664 4.83533 -3.39276
C41 6.30690 -1.47142 -3.16302
H21 -4.54475 -1.46431 -6.32615
S5 3.35459 -0.33670 1.28374
H22 0.94503 -6.97073 1.39815
W1 0.13187 -0.63068 -0.08335
O3 -3.50714 -0.28688 -1.46158
C42 -0.96372 0.12882 -2.92030
C43 -3.73617 -0.75874 -6.20301
H23 7.19337 -0.85164 -3.19961
H24 4.29622 -3.28327 0.71363
H25 1.48739 5.04966 1.19285
H26 3.18314 5.23561 5.72979
C44 0.93583 1.75123 1.71892
C45 1.83891 -1.06865 -1.18612
I1 -2.10603 6.30568 0.71874
H27 3.17194 -3.71159 -2.97281
O4 -0.50082 -4.69936 1.59958
F8 3.15261 0.28200 6.38102
H28 -1.19879 -0.92651 -2.96069
H29 1.02963 5.56320 -1.25841
C46 -0.02028 1.86161 -1.72952
H30 3.14709 4.92347 3.11715

Mulliken atomic charge list, values in e, 6 entries: -0.1449, -0.8273, -1.1290, -0.4071, -0.4368, -0.0206